Formula: C30H35Cl66IO3
Source: the Open Molecules 2025 dataset
Level of theory: wB97M-V/def2-TZVPD

HOMO level	-9.639	eV
spin multiplicity	1
E_tot	-872393.785	eV
gap between HOMO and LUMO	9.71	eV
maximum force	9.26	eV/Å
LUMO energy	0.07	eV

Positions of all 135 atoms, in Å:
C (-1.504, -1.042, 1.939)
C (-1.602, 0.456, 1.220)
C (-2.772, 1.385, 1.895)
C (-3.921, 1.918, 0.842)
C (-5.408, 1.630, 1.473)
C (-6.343, 0.601, 0.605)
O (-7.466, 0.350, 1.568)
C (-7.049, -0.835, 2.389)
O (-7.367, -1.146, 3.650)
O (-6.106, -1.747, 1.663)
C (-5.893, -0.963, 0.407)
I (-4.083, -1.467, -0.715)
H (-1.594, -1.876, 1.092)
H (-2.401, -1.253, 2.682)
H (-0.503, -1.206, 2.523)
H (-0.565, 1.001, 1.438)
H (-1.747, 0.369, 0.058)
H (-3.208, 0.770, 2.809)
H (-2.256, 2.341, 2.387)
H (-3.799, 3.105, 0.807)
H (-3.774, 1.555, -0.265)
H (-5.305, 1.335, 2.624)
H (-5.990, 2.672, 1.487)
H (-6.938, 0.992, -0.327)
H (-6.746, -1.362, -0.327)
C (-3.844, -5.522, -2.081)
Cl (-4.652, -6.343, -3.427)
Cl (-3.222, -6.702, -0.915)
Cl (-2.534, -4.488, -2.679)
H (-4.577, -4.889, -1.574)
C (2.025, 1.443, -0.456)
Cl (2.622, 1.486, 1.212)
Cl (0.872, 0.114, -0.670)
Cl (1.278, 2.990, -0.890)
H (2.874, 1.272, -1.122)
C (-0.249, -4.788, 2.267)
Cl (-0.903, -4.199, 0.729)
Cl (0.230, -6.488, 2.130)
Cl (1.125, -3.794, 2.780)
H (-1.032, -4.711, 3.026)
C (0.199, -8.506, 5.835)
Cl (0.424, -6.858, 5.224)
Cl (0.735, -8.624, 7.519)
Cl (-1.497, -8.998, 5.686)
H (0.809, -9.183, 5.231)
C (4.725, -8.418, 5.761)
Cl (5.322, -8.375, 7.429)
Cl (3.572, -9.747, 5.547)
Cl (3.978, -6.871, 5.328)
H (5.574, -8.589, 5.096)
C (6.525, 0.402, 0.091)
Cl (7.122, 0.445, 1.759)
Cl (5.372, -0.927, -0.123)
Cl (5.778, 1.949, -0.342)
H (7.374, 0.231, -0.574)
C (1.359, 6.641, 0.482)
Cl (0.492, 6.531, -1.059)
Cl (0.346, 6.049, 1.810)
Cl (2.879, 5.733, 0.407)
H (1.595, 7.691, 0.671)
C (-1.646, 7.407, -3.936)
Cl (-3.337, 6.878, -3.974)
Cl (-0.556, 6.016, -4.052)
Cl (-1.326, 8.559, -5.244)
H (-1.464, 7.910, -2.983)
C (-3.787, -0.281, -5.119)
Cl (-4.453, 1.013, -4.109)
Cl (-2.034, -0.408, -4.891)
Cl (-4.574, -1.826, -4.751)
H (-3.981, -0.036, -6.166)
C (-9.502, -2.187, -2.133)
Cl (-10.923, -1.920, -3.158)
Cl (-8.637, -3.649, -2.638)
Cl (-8.426, -0.779, -2.182)
H (-9.841, -2.325, -1.103)
C (2.269, 8.973, -6.244)
Cl (2.426, 7.969, -4.792)
Cl (3.386, 10.346, -6.175)
Cl (2.558, 8.008, -7.702)
H (1.248, 9.361, -6.285)
C (10.149, -1.226, -2.227)
Cl (8.687, -1.436, -1.248)
Cl (10.811, 0.403, -2.015)
Cl (11.359, -2.450, -1.806)
H (9.880, -1.355, -3.278)
C (-7.271, 5.916, 1.953)
Cl (-7.377, 6.714, 0.375)
Cl (-8.160, 4.383, 1.936)
Cl (-5.578, 5.648, 2.403)
H (-7.727, 6.570, 2.701)
C (3.529, 5.716, -10.480)
Cl (3.423, 6.514, -12.058)
Cl (2.640, 4.183, -10.498)
Cl (5.222, 5.448, -10.031)
H (3.073, 6.370, -9.732)
C (1.132, -3.712, 7.857)
Cl (0.216, -2.510, 8.783)
Cl (0.991, -3.397, 6.119)
Cl (2.834, -3.714, 8.353)
H (0.712, -4.699, 8.063)
C (-6.071, -5.337, 2.230)
Cl (-6.177, -4.538, 0.651)
Cl (-6.960, -6.869, 2.212)
Cl (-4.378, -5.605, 2.679)
H (-6.527, -4.683, 2.978)
C (0.557, -10.495, 10.796)
Cl (-0.110, -9.200, 11.805)
Cl (2.309, -10.621, 11.023)
Cl (-0.231, -12.039, 11.163)
H (0.362, -10.249, 9.748)
C (5.397, 7.287, 3.331)
Cl (3.706, 6.758, 3.294)
Cl (6.487, 5.895, 3.216)
Cl (5.717, 8.439, 2.023)
H (5.579, 7.790, 4.285)
C (7.186, -5.394, -1.658)
Cl (6.209, -4.173, -0.825)
Cl (6.406, -5.890, -3.169)
Cl (8.817, -4.777, -1.973)
H (7.269, -6.270, -1.009)
C (7.568, -5.257, -7.323)
Cl (8.165, -5.213, -5.655)
Cl (6.415, -6.585, -7.536)
Cl (6.821, -3.709, -7.756)
H (8.418, -5.427, -7.988)
C (8.584, 6.210, -8.527)
Cl (8.070, 6.938, -6.995)
Cl (9.251, 7.445, -9.609)
Cl (9.772, 4.928, -8.239)
H (7.709, 5.767, -9.009)
C (-8.171, 9.858, 2.935)
Cl (-8.277, 10.657, 1.357)
Cl (-9.060, 8.325, 2.917)
Cl (-6.478, 9.590, 3.384)
H (-8.627, 10.512, 3.683)

Atomic partial charges in e from the Mulliken method, atoms 1 to 8: number 1, C, carries -0.219; number 2, C, carries 0.293; number 3, C, carries -0.851; number 4, C, carries -0.189; number 5, C, carries 0.175; number 6, C, carries 0.208; number 7, O, carries -0.300; number 8, C, carries 0.438